Record 1
ORCA calculation (ωB97M-V/def2-TZVPD) on a molecular structure, C2H2F6P in a non-equilibrium geometry.

Summary:
HOMO in eV: -18.6
Total charge: +1
ΔE to the lowest compared entry with this formula, charge and spin in kJ/mol: 137.0
HOMO-LUMO gap in hartree: 0.4128

Geometry (Å):
C (0.95, -0.52, -0.12)
C (1.12, 0.91, 0.16)
F (2.26, 1.54, 0.24)
F (0.36, 1.19, 1.30)
F (0.36, 1.52, -0.83)
F (-1.88, -1.99, -0.24)
F (-2.21, 0.10, -1.35)
F (-2.05, 0.06, 1.08)
P (-1.39, -0.52, -0.21)
H (0.98, -1.20, 0.88)
H (1.50, -1.08, -0.92)

For reference, the Mulliken charges in units of e are:
1. C -0.747
2. C 0.904
3. F -0.161
4. F -0.218
5. F -0.223
6. F -0.134
7. F -0.130
8. F -0.143
9. P 1.082
10. H 0.388
11. H 0.383

---

Record 2
ORCA calculation (ωB97M-V/def2-TZVPD) on 15 unconnected molecules or ions with the total composition C45H120O45S15 in a non-equilibrium geometry.

Summary:
HOMO in eV: -10.0
Total charge: 0
ΔE to the lowest compared entry with this formula, charge and spin in kJ/mol: 587.5
HOMO-LUMO gap in hartree: 0.3577

Geometry (Å):
O (4.93, -5.04, -3.03)
S (4.13, -4.20, -3.92)
O (2.75, -3.90, -3.62)
O (4.86, -2.72, -4.22)
C (6.08, -2.40, -3.49)
C (5.82, -2.08, -2.00)
C (4.12, -4.90, -5.61)
H (6.69, -1.63, -3.96)
H (6.77, -3.23, -3.63)
H (6.72, -1.58, -1.64)
H (5.56, -2.90, -1.32)
H (5.11, -1.27, -1.83)
H (3.67, -4.20, -6.31)
H (3.55, -5.81, -5.80)
H (5.09, -5.09, -6.05)
O (-0.48, -6.04, -1.02)
S (0.33, -5.36, -0.01)
O (-0.15, -5.23, 1.33)
O (1.84, -6.10, 0.07)
C (2.46, -6.44, -1.12)
C (3.28, -7.77, -1.07)
C (0.85, -3.65, -0.58)
H (3.17, -5.64, -1.35)
H (1.74, -6.46, -1.93)
H (2.62, -8.58, -0.77)
H (4.02, -7.76, -0.27)
H (3.74, -7.93, -2.04)
H (-0.06, -3.08, -0.72)
H (1.46, -3.79, -1.47)
H (1.36, -3.16, 0.25)
O (-5.29, -4.07, 1.19)
S (-4.88, -2.96, 2.04)
O (-4.92, -1.57, 1.60)
O (-5.89, -3.05, 3.44)
C (-6.57, -4.20, 3.68)
C (-7.22, -4.22, 5.03)
C (-3.30, -3.42, 2.91)
H (-5.90, -5.06, 3.57)
H (-7.40, -4.34, 2.97)
H (-6.49, -4.06, 5.82)
H (-7.64, -5.19, 5.31)
H (-8.05, -3.52, 5.15)
H (-3.57, -4.20, 3.62)
H (-3.00, -2.44, 3.29)
H (-2.64, -3.78, 2.12)
O (-3.45, 5.35, -0.03)
S (-2.34, 5.82, 0.84)
O (-1.90, 7.21, 0.79)
O (-2.83, 5.39, 2.38)
C (-2.28, 6.20, 3.39)
C (-2.66, 5.56, 4.72)
C (-0.83, 4.72, 0.76)
H (-2.47, 7.27, 3.36)
H (-1.19, 6.26, 3.44)
H (-2.10, 6.03, 5.53)
H (-2.43, 4.50, 4.82)
H (-3.73, 5.57, 4.90)
H (-0.42, 5.07, -0.18)
H (-1.08, 3.67, 0.90)
H (-0.16, 5.03, 1.57)
O (6.17, 0.83, -0.22)
S (5.15, 1.48, 0.59)
O (3.80, 1.01, 0.45)
O (5.58, 1.46, 2.25)
C (6.08, 0.27, 2.78)
C (5.01, -0.81, 2.96)
C (5.29, 3.29, 0.36)
H (6.65, 0.50, 3.69)
H (6.85, -0.11, 2.11)
H (4.30, -0.65, 3.77)
H (5.31, -1.83, 3.19)
H (4.37, -0.90, 2.08)
H (5.29, 3.50, -0.71)
H (6.16, 3.59, 0.95)
H (4.43, 3.76, 0.83)
O (3.91, -4.24, 5.25)
S (3.39, -4.14, 3.90)
O (2.61, -2.92, 3.52)
O (4.59, -4.47, 2.87)
C (4.38, -4.27, 1.51)
C (5.39, -5.09, 0.68)
C (2.26, -5.67, 3.67)
H (4.42, -3.22, 1.22)
H (3.38, -4.59, 1.21)
H (5.69, -4.64, -0.27)
H (5.21, -6.14, 0.47)
H (6.35, -5.10, 1.19)
H (1.32, -5.52, 4.21)
H (2.81, -6.55, 4.01)
H (2.05, -5.88, 2.62)
O (-2.87, 0.62, -3.65)
S (-3.67, -0.43, -4.31)
O (-3.85, -0.59, -5.80)
O (-3.23, -1.86, -3.66)
C (-2.76, -1.91, -2.27)
C (-3.20, -3.32, -1.78)
C (-5.42, -0.35, -3.57)
H (-3.22, -1.12, -1.69)
H (-1.67, -1.82, -2.30)
H (-2.74, -4.16, -2.30)
H (-4.25, -3.57, -1.70)
H (-2.79, -3.50, -0.79)
H (-5.36, -0.38, -2.48)
H (-5.92, -1.18, -4.08)
H (-5.88, 0.60, -3.86)
O (-8.73, 3.85, -0.57)
S (-7.66, 3.78, -1.52)
O (-6.95, 4.94, -2.08)
O (-6.58, 2.65, -1.00)
C (-5.19, 2.67, -1.42)
C (-4.42, 1.81, -0.36)
C (-8.19, 2.71, -2.91)
H (-4.86, 3.71, -1.47)
H (-5.12, 2.29, -2.44)
H (-4.88, 0.82, -0.34)
H (-4.57, 2.33, 0.59)
H (-3.36, 1.80, -0.58)
H (-8.32, 1.70, -2.54)
H (-7.45, 2.69, -3.71)
H (-9.12, 3.22, -3.19)
O (-0.23, 1.88, 7.29)
S (-0.23, 0.47, 6.91)
O (-0.13, 0.02, 5.52)
O (0.99, -0.25, 7.78)
C (1.63, -1.43, 7.30)
C (2.69, -1.01, 6.23)
C (-1.70, -0.36, 7.74)
H (0.85, -2.06, 6.87)
H (2.00, -2.02, 8.14)
H (3.47, -0.31, 6.52)
H (2.30, -0.51, 5.35)
H (3.23, -1.92, 5.94)
H (-2.63, -0.28, 7.17)
H (-1.85, 0.21, 8.66)
H (-1.43, -1.39, 7.94)
O (-3.59, 1.98, 5.66)
S (-4.02, 0.94, 4.76)
O (-4.10, -0.47, 5.13)
O (-5.42, 1.49, 4.00)
C (-6.35, 0.49, 3.45)
C (-7.74, 0.64, 4.10)
C (-2.96, 0.96, 3.19)
H (-6.07, -0.54, 3.64)
H (-6.45, 0.68, 2.38)
H (-8.36, -0.22, 3.85)
H (-8.36, 1.52, 3.99)
H (-7.66, 0.72, 5.18)
H (-1.90, 0.85, 3.42)
H (-3.05, 1.93, 2.69)
H (-3.20, 0.07, 2.61)
O (-3.79, 1.79, -7.25)
S (-4.05, 2.78, -6.22)
O (-5.06, 2.59, -5.19)
O (-2.59, 3.24, -5.45)
C (-2.70, 4.10, -4.31)
C (-1.42, 3.99, -3.41)
C (-4.38, 4.38, -7.16)
H (-3.60, 3.86, -3.75)
H (-2.85, 5.15, -4.56)
H (-1.52, 4.73, -2.62)
H (-0.65, 4.35, -4.09)
H (-1.23, 2.97, -3.07)
H (-4.84, 5.06, -6.44)
H (-5.08, 4.16, -7.97)
H (-3.46, 4.75, -7.61)
O (-1.12, 0.98, 0.77)
S (-0.46, -0.31, 0.75)
O (-1.19, -1.54, 0.99)
O (0.27, -0.54, -0.72)
C (0.78, 0.60, -1.31)
C (2.02, 0.05, -2.07)
C (1.09, -0.24, 1.88)
H (1.05, 1.41, -0.64)
H (0.02, 0.87, -2.04)
H (1.69, -0.60, -2.88)
H (2.66, -0.58, -1.45)
H (2.71, 0.85, -2.33)
H (1.41, 0.80, 1.91)
H (1.92, -0.77, 1.41)
H (0.81, -0.74, 2.81)
O (-1.55, -0.14, -7.23)
S (-0.43, -0.27, -6.26)
O (-0.56, -1.14, -5.11)
O (0.90, -0.66, -7.12)
C (1.97, -1.23, -6.35)
C (3.22, -1.37, -7.16)
C (0.07, 1.37, -5.67)
H (1.60, -2.22, -6.07)
H (2.22, -0.64, -5.47)
H (4.09, -1.70, -6.60)
H (3.50, -0.43, -7.63)
H (3.10, -2.17, -7.88)
H (0.20, 1.99, -6.56)
H (0.95, 1.18, -5.07)
H (-0.83, 1.69, -5.14)
O (4.74, 1.91, -7.81)
S (4.45, 2.25, -6.40)
O (3.25, 1.77, -5.73)
O (5.82, 1.97, -5.45)
C (5.75, 1.98, -4.04)
C (7.16, 1.85, -3.45)
C (4.42, 4.08, -6.26)
H (5.27, 1.03, -3.80)
H (5.25, 2.89, -3.70)
H (7.92, 2.56, -3.76)
H (7.48, 0.81, -3.58)
H (7.19, 1.83, -2.36)
H (4.01, 4.30, -5.28)
H (3.92, 4.58, -7.09)
H (5.46, 4.39, -6.23)
O (0.76, 2.92, 3.04)
S (1.95, 3.68, 3.26)
O (2.56, 4.42, 2.10)
O (1.82, 4.59, 4.60)
C (1.20, 4.04, 5.68)
C (1.14, 5.04, 6.80)
C (3.19, 2.46, 3.83)
H (1.63, 3.09, 5.98)
H (0.16, 3.79, 5.47)
H (0.39, 4.92, 7.59)
H (0.67, 5.97, 6.48)
H (2.15, 5.21, 7.18)
H (3.38, 1.83, 2.96)
H (2.82, 1.82, 4.63)
H (4.10, 2.97, 4.16)

Results of the Mulliken charge analysis, in e, for atoms 1 through 99:
1. O -0.637
2. S 1.130
3. O -0.459
4. O -0.211
5. C -0.636
6. C 0.308
7. C -1.020
8. H 0.378
9. H 0.360
10. H 0.521
11. H -0.625
12. H -0.074
13. H 0.129
14. H 0.412
15. H 0.397
16. O -0.647
17. S 1.267
18. O -0.513
19. O -0.429
20. C 0.183
21. C -1.555
22. C 1.036
23. H -0.059
24. H 0.561
25. H 0.408
26. H 0.348
27. H 0.337
28. H -0.674
29. H -0.018
30. H -0.160
31. O -0.634
32. S 0.700
33. O -0.289
34. O -0.274
35. C -0.099
36. C -1.386
37. C -0.326
38. H 0.368
39. H 0.236
40. H 0.328
41. H 0.399
42. H 0.304
43. H 0.554
44. H -0.034
45. H 0.039
46. O -0.447
47. S 0.930
48. O -0.656
49. O -0.105
50. C -0.098
51. C -1.110
52. C -0.464
53. H 0.364
54. H 0.193
55. H 0.377
56. H 0.060
57. H 0.359
58. H 0.487
59. H -0.044
60. H 0.086
61. O -0.626
62. S 0.979
63. O -0.239
64. O -0.253
65. C -1.068
66. C 0.505
67. C -0.655
68. H 0.348
69. H 0.395
70. H -0.241
71. H 0.613
72. H -0.372
73. H 0.270
74. H 0.388
75. H 0.089
76. O -0.713
77. S 1.064
78. O -0.107
79. O -0.529
80. C 2.166
81. C -1.323
82. C -0.539
83. H -0.409
84. H -0.691
85. H -0.050
86. H 0.176
87. H 0.426
88. H 0.333
89. H 0.398
90. H -0.085
91. O 0.169
92. S 0.672
93. O -0.597
94. O -0.444
95. C 1.606
96. C -1.337
97. C -0.539
98. H -0.226
99. H -0.358

---

Record 3
ORCA calculation (ωB97M-V/def2-TZVPD) on 14 unconnected molecules or ions with the total composition C6H43N2O13 in a non-equilibrium geometry.

Summary:
⟨S²⟩: 0.751
HOMO (spin up / spin down) in eV: -2.3 / -7.9
2S+1: 2
Total charge: 0
ΔE to the lowest compared entry with this formula, charge and spin in kJ/mol: 0.0
HOMO-LUMO gap (spin up / spin down) in hartree: 0.0983 / 0.2945

Geometry (Å):
N (-2.08, -0.55, 1.95)
C (-1.00, 0.17, 1.24)
C (0.38, -0.26, 1.75)
N (1.46, 0.25, 0.88)
C (1.44, -0.41, -0.43)
C (3.56, -0.68, 1.86)
C (2.77, 0.57, 1.47)
C (2.56, 1.44, 2.71)
H (-2.99, -0.46, 1.46)
H (-1.86, -1.60, 1.87)
H (-2.25, -0.23, 2.89)
H (-1.10, 1.25, 1.22)
H (-1.09, -0.10, 0.19)
H (0.59, 0.16, 2.74)
H (0.51, -1.33, 1.94)
H (2.23, 0.03, -1.07)
H (1.67, -1.49, -0.40)
H (0.46, -0.44, -0.88)
H (4.34, -0.47, 2.60)
H (2.92, -1.48, 2.24)
H (4.15, -1.10, 1.05)
H (3.30, 1.07, 0.66)
H (2.61, 0.82, 3.60)
H (1.68, 2.08, 2.73)
H (3.43, 2.11, 2.84)
H (-1.93, 2.86, 3.64)
H (-0.61, 2.04, 3.89)
O (-1.58, 1.97, 3.71)
H (4.92, -0.34, -2.03)
H (3.95, 0.51, -0.98)
O (4.29, -0.33, -1.27)
H (-0.34, -4.03, -1.32)
H (1.03, -3.80, -1.47)
O (0.47, -4.24, -0.84)
H (-4.95, 1.77, -3.00)
H (-4.11, 1.83, -1.63)
O (-4.12, 1.57, -2.58)
H (-4.82, 3.65, -0.25)
H (-3.29, 3.27, -0.02)
O (-4.20, 2.93, -0.13)
H (-3.16, 0.14, -3.12)
H (-1.87, -0.22, -3.97)
O (-2.41, -0.50, -3.23)
H (0.96, -4.05, 2.26)
H (0.66, -3.72, 0.82)
O (0.59, -3.32, 1.73)
H (-1.80, -3.01, 0.28)
H (-1.30, -3.61, 1.56)
O (-2.02, -3.06, 1.25)
H (-1.29, 2.35, -2.49)
H (-2.66, 2.80, -3.20)
O (-1.82, 3.09, -2.82)
H (4.89, 2.86, -1.29)
H (3.35, 2.93, -1.67)
O (4.10, 2.33, -1.50)
H (-2.93, -2.93, -2.04)
H (-1.97, -1.72, -1.75)
O (-2.16, -2.66, -1.48)
H (-1.91, 4.00, -1.20)
H (-1.08, 3.24, -0.13)
O (-1.78, 3.90, -0.23)
H (1.50, -2.33, -4.11)
H (0.38, -2.89, -3.27)
O (1.32, -2.61, -3.21)

For reference, the Mulliken charges in units of e are:
1. N -0.131
2. C -1.587
3. C -0.491
4. N 0.653
5. C -1.337
6. C -1.208
7. C 0.818
8. C -1.686
9. H 0.599
10. H 0.240
11. H 0.399
12. H -0.024
13. H 0.519
14. H 0.309
15. H 0.058
16. H 0.380
17. H 0.185
18. H 0.337
19. H 0.456
20. H 0.218
21. H 0.256
22. H 0.260
23. H 0.421
24. H 0.292
25. H 0.450
26. H 0.316
27. H 0.305
28. O -0.574
29. H 0.240
30. H 0.109
31. O -0.560
32. H 0.270
33. H 0.360
34. O -0.768
35. H 0.266
36. H 0.293
37. O -0.524
38. H 0.269
39. H 0.399
40. O -0.671
41. H 0.262
42. H 0.208
43. O -0.424
44. H 0.295
45. H 0.416
46. O -0.711
47. H 0.283
48. H 0.430
49. O -0.642
50. H 0.182
51. H 0.330
52. O -0.598
53. H 0.281
54. H 0.306
55. O -0.635
56. H 0.242
57. H 0.150
58. O -0.424
59. H 0.473
60. H 0.244
61. O -0.702
62. H 0.251
63. H 0.239
64. O -0.575